No. 1
{"formula": "C69H177N17O25", "method": "ωB97M-V/def2-TZVPD", "species": ["C", "O", "N", "N", "H", "H", "H", "H", "C", "O", "N", "N", "H", "H", "H", "H", "C", "O", "N", "N", "H", "H", "H", "H", "C", "O", "C", "C", "N", "C", "C", "O", "C", "H", "H", "H", "H", "H", "H", "H", "H", "H", "H", "H", "H", "H", "H", "H", "C", "O", "C", "C", "N", "C", "C", "O", "C", "H", "H", "H", "H", "H", "H", "H", "H", "H", "H", "H", "H", "H", "H", "H", "C", "O", "C", "C", "N", "C", "C", "O", "C", "H", "H", "H", "H", "H", "H", "H", "H", "H", "H", "H", "H", "H", "H", "H", "C", "O", "C", "C", "N", "C", "C", "O", "C", "H", "H", "H", "H", "H", "H", "H", "H", "H", "H", "H", "H", "H", "H", "H", "C", "O", "C", "C", "N", "C", "C", "O", "C", "H", "H", "H", "H", "H", "H", "H", "H", "H", "H", "H", "H", "H", "H", "H", "C", "O", "C", "C", "N", "C", "C", "O", "C", "H", "H", "H", "H", "H", "H", "H", "H", "H", "H", "H", "H", "H", "H", "H", "C", "O", "C", "C", "N", "C", "C", "O", "C", "H", "H", "H", "H", "H", "H", "H", "H", "H", "H", "H", "H", "H", "H", "H", "C", "O", "C", "C", "N", "C", "C", "O", "C", "H", "H", "H", "H", "H", "H", "H", "H", "H", "H", "H", "H", "H", "H", "H", "C", "O", "C", "C", "N", "C", "C", "O", "C", "H", "H", "H", "H", "H", "H", "H", "H", "H", "H", "H", "H", "H", "H", "H", "C", "O", "C", "C", "N", "C", "C", "O", "C", "H", "H", "H", "H", "H", "H", "H", "H", "H", "H", "H", "H", "H", "H", "H", "C", "O", "C", "C", "N", "C", "C", "O", "C", "H", "H", "H", "H", "H", "H", "H", "H", "H", "H", "H", "H", "H", "H", "H"], "coordinates": [[15.538, 20.470, 23.428], [14.879, 21.147, 22.627], [15.844, 20.787, 24.786], [16.021, 19.118, 23.042], [15.447, 21.598, 25.251], [16.229, 19.967, 25.254], [16.858, 18.837, 23.492], [15.855, 18.953, 22.065], [11.996, 21.703, 20.152], [10.846, 21.710, 19.715], [12.299, 21.846, 21.518], [13.137, 21.547, 19.296], [11.601, 21.827, 22.230], [13.263, 21.828, 21.772], [12.957, 21.585, 18.307], [14.018, 21.994, 19.481], [16.056, 21.208, 16.444], [15.535, 22.116, 17.068], [16.083, 21.160, 15.016], [16.773, 20.110, 17.155], [16.409, 20.392, 14.461], [15.459, 21.698, 14.467], [16.816, 19.262, 16.608], [16.602, 19.926, 18.123], [18.585, 23.485, 20.287], [17.523, 23.564, 21.220], [16.216, 23.560, 20.592], [16.150, 24.686, 19.644], [16.281, 25.930, 20.362], [15.982, 27.046, 19.473], [16.099, 28.435, 20.066], [17.383, 28.779, 20.436], [17.504, 28.939, 21.821], [19.417, 23.075, 20.876], [18.844, 24.491, 19.879], [18.377, 22.832, 19.409], [15.375, 23.756, 21.274], [16.126, 22.577, 20.057], [15.183, 24.617, 19.177], [16.914, 24.621, 18.852], [17.206, 26.041, 20.747], [14.979, 27.092, 19.041], [16.668, 26.940, 18.609], [15.448, 28.582, 20.939], [15.725, 29.146, 19.303], [18.564, 29.106, 22.037], [17.133, 28.066, 22.374], [16.903, 29.794, 22.179], [13.978, 16.479, 22.765], [13.292, 15.291, 22.481], [12.405, 14.994, 23.496], [11.694, 13.729, 23.211], [12.685, 12.672, 23.010], [12.296, 11.891, 21.839], [13.368, 10.991, 21.296], [14.569, 11.718, 21.027], [14.341, 12.670, 19.993], [13.340, 17.370, 22.639], [14.839, 16.532, 22.066], [14.356, 16.507, 23.787], [11.699, 15.825, 23.503], [12.869, 14.851, 24.501], [11.086, 13.895, 22.291], [11.009, 13.413, 24.010], [13.520, 13.170, 22.721], [11.909, 12.488, 20.968], [11.367, 11.335, 22.174], [12.904, 10.458, 20.464], [13.687, 10.253, 22.032], [13.813, 12.237, 19.128], [15.330, 13.013, 19.704], [13.776, 13.536, 20.341], [18.001, 19.881, 20.436], [18.768, 18.830, 20.959], [19.051, 17.848, 19.999], [20.024, 16.854, 20.494], [19.542, 15.889, 21.481], [18.706, 14.888, 20.863], [18.278, 13.871, 21.886], [17.436, 14.573, 22.830], [16.943, 13.732, 23.851], [17.647, 20.489, 21.262], [17.141, 19.481, 19.860], [18.616, 20.474, 19.743], [19.583, 18.322, 19.146], [18.111, 17.422, 19.586], [20.854, 17.424, 20.909], [20.428, 16.355, 19.587], [19.013, 16.375, 22.200], [19.288, 14.269, 20.179], [17.860, 15.363, 20.352], [19.158, 13.475, 22.401], [17.739, 13.037, 21.410], [16.757, 14.346, 24.740], [17.700, 12.991, 24.152], [16.017, 13.223, 23.570], [8.343, 29.791, 28.437], [8.256, 28.532, 27.830], [8.471, 27.447, 28.745], [8.193, 26.184, 27.917], [9.280, 25.858, 27.012], [9.301, 26.527, 25.753], [10.132, 25.858, 24.691], [9.670, 24.604, 24.278], [10.161, 24.131, 23.001], [7.551, 29.839, 29.208], [8.181, 30.580, 27.689], [9.336, 29.918, 28.897], [7.846, 27.625, 29.684], [9.543, 27.302, 29.006], [7.265, 26.301, 27.333], [8.038, 25.297, 28.559], [9.386, 24.860, 26.968], [9.711, 27.544, 25.891], [8.293, 26.688, 25.307], [11.186, 25.747, 25.035], [10.164, 26.591, 23.864], [10.060, 24.944, 22.273], [9.593, 23.253, 22.653], [11.216, 23.866, 23.150], [21.322, 18.891, 29.062], [19.916, 18.894, 28.743], [19.580, 19.968, 27.903], [18.188, 19.832, 27.304], [18.150, 18.988, 26.085], [18.562, 17.624, 26.315], [18.567, 16.842, 25.015], [19.387, 17.513, 24.108], [20.752, 17.282, 24.361], [21.583, 19.876, 29.478], [21.945, 18.725, 28.151], [21.490, 18.105, 29.806], [20.313, 20.100, 27.080], [19.555, 20.936, 28.416], [17.813, 20.824, 27.027], [17.472, 19.387, 27.993], [18.841, 19.362, 25.424], [17.847, 17.116, 26.999], [19.563, 17.537, 26.779], [17.543, 16.808, 24.632], [18.897, 15.820, 25.211], [20.953, 16.196, 24.463], [21.009, 17.755, 25.297], [21.292, 17.715, 23.512], [13.499, 23.543, 24.567], [14.454, 23.178, 25.592], [15.165, 24.402, 25.918], [16.413, 24.145, 26.666], [17.499, 23.910, 25.733], [18.819, 23.934, 26.369], [19.902, 23.522, 25.321], [20.028, 22.150, 25.361], [20.963, 21.708, 24.416], [14.061, 23.946, 23.706], [12.783, 24.270, 24.975], [12.955, 22.650, 24.220], [14.577, 25.085, 26.538], [15.424, 24.913, 24.980], [16.275, 23.348, 27.440], [16.614, 25.093, 27.202], [17.338, 23.007, 25.283], [18.930, 23.184, 27.182], [19.021, 24.920, 26.807], [20.909, 23.977, 25.498], [19.565, 23.882, 24.320], [21.152, 20.632, 24.523], [21.918, 22.261, 24.605], [20.632, 21.916, 23.390], [13.670, 18.459, 28.137], [13.551, 17.149, 27.627], [14.809, 16.778, 27.046], [14.842, 15.309, 26.617], [15.675, 14.502, 27.558], [15.479, 13.099, 27.267], [16.461, 12.318, 28.100], [17.751, 12.764, 27.772], [18.802, 12.231, 28.643], [14.353, 18.548, 29.016], [12.648, 18.782, 28.451], [13.999, 19.195, 27.363], [15.666, 17.004, 27.692], [14.823, 17.440, 26.161], [15.138, 15.286, 25.544], [13.856, 14.846, 26.687], [16.656, 14.710, 27.359], [15.584, 12.912, 26.183], [14.474, 12.741, 27.556], [16.351, 11.224, 27.997], [16.247, 12.617, 29.152], [18.775, 11.129, 28.640], [18.645, 12.574, 29.666], [19.755, 12.584, 28.256], [17.028, 16.740, 32.046], [18.130, 17.608, 32.289], [17.704, 18.982, 32.377], [17.304, 19.512, 31.031], [16.926, 20.924, 31.203], [16.007, 21.286, 30.085], [15.519, 22.686, 30.350], [16.648, 23.533, 30.222], [16.319, 24.911, 30.368], [17.340, 15.730, 32.341], [16.682, 16.761, 30.980], [16.177, 17.049, 32.678], [18.519, 19.644, 32.728], [16.874, 19.148, 33.073], [16.418, 18.993, 30.637], [18.100, 19.374, 30.302], [17.748, 21.523, 31.074], [15.105, 20.646, 30.076], [16.475, 21.169, 29.085], [15.099, 22.771, 31.372], [14.730, 23.010, 29.620], [15.492, 25.207, 29.704], [17.212, 25.472, 30.099], [16.029, 25.172, 31.394], [11.749, 15.051, 19.052], [11.045, 15.764, 20.051], [11.447, 17.129, 19.906], [10.514, 18.035, 20.627], [10.754, 18.190, 22.079], [9.740, 19.089, 22.569], [9.908, 19.257, 24.004], [11.187, 19.992, 24.061], [12.218, 19.364, 24.881], [12.824, 15.265, 19.133], [11.388, 15.299, 18.036], [11.587, 13.979, 19.193], [11.518, 17.410, 18.838], [12.458, 17.221, 20.317], [9.484, 17.717, 20.471], [10.609, 19.016, 20.129], [11.680, 18.601, 22.215], [8.745, 18.658, 22.406], [9.777, 20.026, 22.003], [9.923, 18.260, 24.441], [9.063, 19.841, 24.387], [12.990, 18.943, 24.218], [11.908, 18.574, 25.590], [12.668, 20.178, 25.453], [16.246, 15.429, 18.095], [15.111, 15.146, 17.260], [15.269, 13.947, 16.534], [14.104, 13.760, 15.560], [14.478, 14.365, 14.285], [13.439, 14.458, 13.290], [12.921, 13.135, 12.786], [13.937, 12.490, 12.030], [13.651, 11.193, 11.641], [16.453, 14.547, 18.731], [15.992, 16.244, 18.774], [17.133, 15.695, 17.501], [15.244, 13.154, 17.318], [16.234, 13.849, 15.973], [13.260, 14.234, 16.064], [13.905, 12.674, 15.525], [15.301, 13.912, 13.916], [13.764, 15.027, 12.406], [12.580, 14.956, 13.743], [12.133, 13.269, 12.054], [12.511, 12.413, 13.530], [13.549, 10.549, 12.571], [14.431, 10.768, 10.991], [12.673, 11.078, 11.115], [14.579, 28.368, 28.468], [14.208, 27.071, 28.732], [12.870, 26.826, 28.922], [12.672, 25.387, 29.279], [11.219, 25.195, 29.403], [10.877, 23.826, 29.750], [11.227, 22.820, 28.710], [10.546, 23.216, 27.551], [10.576, 22.178, 26.605], [14.182, 28.724, 27.508], [15.671, 28.450, 28.459], [14.169, 29.049, 29.222], [12.318, 27.139, 28.014], [12.509, 27.457, 29.763], [13.235, 25.210, 30.212], [13.193, 24.772, 28.497], [10.831, 25.452, 28.488], [9.784, 23.852, 29.874], [11.312, 23.482, 30.696], [10.797, 21.942, 29.221], [12.313, 22.647, 28.591], [11.610, 21.848, 26.388], [10.148, 22.613, 25.681], [9.971, 21.316, 26.903]], "e_homo_ev": -8.39, "e_lumo_ev": 0.4, "orbital_gap_ev": 8.74}


No. 2
{"formula": "C69H44Cl3N12O3PbS", "method": "ωB97M-V/def2-TZVPD", "species": ["Pb", "C", "C", "C", "C", "C", "N", "C", "N", "C", "C", "C", "C", "C", "C", "C", "C", "N", "C", "N", "C", "N", "C", "N", "C", "N", "C", "C", "C", "C", "C", "C", "C", "C", "C", "C", "C", "C", "N", "C", "C", "H", "H", "H", "H", "H", "H", "H", "H", "H", "H", "H", "H", "H", "H", "H", "H", "O", "N", "N", "O", "C", "C", "C", "C", "C", "C", "H", "H", "H", "H", "H", "Cl", "C", "C", "C", "C", "C", "C", "N", "C", "C", "N", "C", "O", "C", "C", "C", "Cl", "S", "C", "C", "C", "Cl", "C", "H", "H", "H", "H", "H", "H", "H", "H", "H", "H", "H", "H", "H", "C", "C", "C", "C", "C", "C", "C", "C", "C", "C", "C", "C", "C", "C", "C", "H", "H", "H", "H", "H", "H", "H", "H", "H", "H"], "coordinates": [[0.769, 0.787, 1.376], [0.254, 7.463, 1.674], [1.569, 7.467, 1.222], [2.344, 6.312, 1.248], [1.771, 5.162, 1.747], [2.232, 3.752, 1.814], [1.179, 2.975, 2.272], [0.129, 3.760, 2.540], [-1.073, 3.437, 2.992], [-1.445, 2.190, 3.288], [-2.801, 1.854, 3.724], [-3.948, 2.614, 3.868], [-5.125, 1.956, 4.193], [-5.149, 0.570, 4.358], [-3.999, -0.195, 4.215], [-2.819, 0.459, 3.901], [-1.464, 0.000, 3.611], [-1.071, -1.266, 3.720], [0.183, -1.641, 3.513], [1.232, -0.848, 3.177], [2.358, -1.586, 3.139], [3.598, -1.176, 2.943], [3.909, 0.054, 2.496], [3.096, 0.977, 2.041], [3.850, 2.051, 1.368], [3.418, 3.407, 1.475], [5.299, 1.722, 1.687], [6.473, 2.328, 1.288], [7.664, 1.638, 1.480], [7.678, 0.380, 2.075], [6.499, -0.211, 2.509], [5.313, 0.469, 2.300], [2.023, -2.993, 3.406], [2.769, -4.156, 3.373], [2.111, -5.359, 3.589], [0.741, -5.390, 3.847], [-0.012, -4.223, 3.877], [0.639, -3.026, 3.641], [-0.710, 1.070, 3.232], [0.451, 5.160, 2.197], [-0.327, 6.299, 2.167], [-0.325, 8.377, 1.628], [1.993, 8.386, 0.835], [3.356, 6.312, 0.863], [-3.919, 3.683, 3.703], [-6.043, 2.520, 4.300], [-6.087, 0.082, 4.592], [-4.029, -1.273, 4.314], [6.453, 3.298, 0.810], [8.593, 2.074, 1.133], [8.617, -0.148, 2.179], [6.495, -1.189, 2.973], [3.833, -4.117, 3.177], [2.667, -6.287, 3.557], [0.252, -6.342, 4.013], [-1.079, -4.247, 4.059], [-1.360, 6.272, 2.488], [0.107, 2.738, -0.350], [-1.089, 3.144, -0.356], [-1.992, 2.351, 0.100], [-1.790, 1.148, 0.579], [-3.331, 2.827, 0.025], [-4.342, 2.061, 0.590], [-5.662, 2.469, 0.480], [-5.982, 3.637, -0.192], [-4.967, 4.415, -0.734], [-3.646, 4.020, -0.629], [-4.075, 1.155, 1.114], [-6.442, 1.863, 0.925], [-7.016, 3.943, -0.295], [-5.213, 5.336, -1.248], [-2.853, 4.623, -1.043], [-8.310, -5.186, -3.519], [-6.778, -4.483, -3.117], [-5.609, -5.129, -3.483], [-4.397, -4.578, -3.109], [-4.330, -3.389, -2.391], [-2.982, -2.877, -1.940], [-2.621, -3.560, -0.602], [-1.292, -3.202, -0.153], [-0.143, -3.912, -0.386], [0.886, -3.109, 0.005], [0.399, -1.920, 0.484], [-0.910, -1.998, 0.360], [-2.002, -3.211, -2.905], [-1.112, -2.176, -3.308], [-1.807, -0.943, -3.810], [-2.793, -0.945, -4.753], [-3.422, -2.307, -5.585], [-3.395, 0.635, -5.095], [-2.300, 1.316, -3.961], [-1.533, 0.378, -3.356], [-5.519, -2.739, -2.080], [-5.493, -1.219, -1.254], [-6.746, -3.283, -2.432], [-5.650, -6.055, -4.039], [-3.466, -5.052, -3.388], [-3.023, -1.796, -1.787], [-2.666, -4.638, -0.758], [-3.342, -3.266, 0.163], [-0.160, -4.905, -0.799], [1.944, -3.311, -0.003], [-1.603, -1.218, 0.641], [-0.529, -2.615, -4.118], [-0.425, -1.905, -2.498], [-2.289, 2.381, -3.807], [-0.788, 0.608, -2.607], [-7.661, -2.774, -2.166], [3.684, 1.530, -0.025], [3.453, 0.833, -0.997], [3.496, 0.032, -2.131], [4.326, -1.169, -1.998], [5.117, -1.646, -3.051], [5.926, -2.756, -2.880], [5.978, -3.408, -1.655], [5.214, -2.934, -0.596], [4.395, -1.834, -0.765], [2.817, 0.424, -3.346], [2.386, 1.752, -3.515], [1.730, 2.143, -4.665], [1.475, 1.228, -5.679], [1.878, -0.091, -5.520], [2.534, -0.494, -4.371], [5.121, -1.119, -3.997], [6.528, -3.113, -3.706], [6.611, -4.277, -1.527], [5.254, -3.429, 0.366], [3.783, -1.486, 0.056], [2.575, 2.465, -2.721], [1.409, 3.171, -4.772], [0.955, 1.536, -6.577], [1.673, -0.815, -6.300], [2.812, -1.532, -4.244]], "e_homo_ev": [-3.67, -4.70], "e_lumo_ev": [1.0, 1.0], "charge": -1, "orbital_gap_ev": [4.69, 5.69]}


Across the entries above, ΔE to the lowest compared entry with this formula, charge and spin takes the values 0.0; 0.0 kcal per mole, respectively.
Across the entries above, DFT total energy takes the values -150929.842; -149941.227 eV, respectively.